{"formula": "H10LiO5", "method": "the ωB97M-V functional and the def2-TZVPD basis", "symbols": ["Li", "O", "H", "H", "O", "H", "H", "O", "H", "H", "O", "H", "H", "O", "H", "H"], "positions_angstrom": [[0.0862, 0.0991, -0.0153], [1.7605, 1.2478, 0.0888], [1.4910, 2.0830, 0.4710], [2.4213, 1.4840, -0.5622], [-0.9768, 1.3082, 1.2571], [-1.0762, 1.1193, 2.1902], [-1.4522, 2.1286, 1.1263], [-0.2589, -1.2579, 1.3353], [0.2067, -2.0716, 1.5286], [-0.8380, -1.1286, 2.0864], [1.1453, -1.5364, -1.2846], [1.9195, -1.8645, -1.7421], [0.4064, -1.9065, -1.7677], [-1.4600, -0.0979, -1.2689], [-1.6822, 0.8322, -1.3104], [-1.6926, -0.4390, -2.1325]], "gap_ev": 12.213, "homo_energy_ev": -15.557, "relative_energy_kcal_mol": 4.20, "total_charge": 1}